# 1
C5H20KO5 as an isolated structure. Source: the Open Molecules 2025 dataset; level of theory: ωB97M-V/def2-TZVPD.

The geometry in XYZ format:
```
31
Properties=species:S:1:pos:R:3:forces:R:3:lowdin_charge:R:1
K 20.93911 25.26585 -12.76350 0.0929 -0.3809 0.3048 0.897
C 19.25282 23.64262 -9.99127 0.4119 0.2685 0.3173 -0.115
O 20.45266 23.46795 -10.76850 -0.3805 0.0634 0.0168 -0.204
H 18.48280 22.92527 -10.26467 -0.0750 0.0336 -0.0959 0.087
H 19.46630 23.56466 -8.92127 0.0299 -0.1837 -0.0890 0.090
H 18.91384 24.66583 -10.14630 -0.1132 -0.0824 -0.2462 0.072
H 20.75789 22.56707 -10.63252 0.1104 -0.0007 0.0090 0.088
C 24.47506 24.00348 -12.90964 -0.3614 0.5033 0.4267 -0.111
O 23.74346 24.97009 -12.11475 0.0332 -0.5566 -0.5646 -0.194
H 24.08072 23.01793 -12.68071 -0.0280 -0.0174 0.0775 0.081
H 24.32841 24.20448 -13.97191 0.1687 -0.0657 -0.0709 0.081
H 25.52960 24.03356 -12.64659 0.0999 -0.0722 -0.1323 0.085
H 24.05125 25.84460 -12.37815 -0.1571 0.0954 0.1720 0.039
C 17.56556 25.48658 -13.90674 -0.0474 0.0756 -0.0464 -0.127
O 18.51668 24.42679 -14.04760 -0.0244 0.2705 0.1012 -0.181
H 18.05677 26.35293 -13.46460 0.1182 -0.0872 0.0656 0.064
H 17.17824 25.79214 -14.87972 -0.1019 -0.0327 0.0383 0.091
H 16.75376 25.18625 -13.24425 -0.0741 0.0810 -0.0459 0.093
H 18.01811 23.68473 -14.40172 0.2647 -0.1879 -0.0195 0.091
C 20.39919 27.75688 -10.02385 0.0936 0.0214 -0.1028 -0.103
O 19.77148 27.19617 -11.19194 0.2507 -0.2475 -0.2874 -0.214
H 21.18671 28.46081 -10.29284 -0.0702 0.0460 -0.0389 0.080
H 19.65805 28.23623 -9.38770 -0.0034 0.0330 0.0148 0.088
H 20.87128 26.93929 -9.48465 -0.1129 -0.0768 0.0018 0.089
H 19.61546 27.88390 -11.84563 -0.1472 0.2730 0.3157 0.074
C 24.00235 28.69518 -12.80849 0.1374 0.1096 -0.2120 -0.104
O 23.00202 27.70366 -12.52005 0.0305 0.0410 -0.1447 -0.159
H 23.75950 29.65867 -12.36088 -0.0620 -0.0519 0.0880 0.086
H 24.94912 28.34404 -12.40678 -0.0452 -0.0334 0.1169 0.088
H 24.12728 28.83314 -13.88514 -0.0313 -0.0496 0.0521 0.089
H 22.27954 27.85124 -13.13482 -0.0069 0.2114 -0.0221 0.061
```
Forces are in eV/Å.

Properties
* total charge: +1
* gap between HOMO and LUMO: 10.49 eV
* HOMO: -13.557 eV
* calculated total energy: -32066.0328 eV
* relative energy (zero: lowest compared OMol25 entry of this formula, charge and spin): 15.5 kJ/mol

***

# 2
A 5-piece molecular cluster, C5H20N2O4 overall in a non-equilibrium geometry. Source: the Open Molecules 2025 dataset; level of theory: ωB97M-V/def2-TZVPD.

The geometry in XYZ format:
```
31
Properties=species:S:1:pos:R:3:forces:R:3:lowdin_charge:R:1
C 2.69182 0.22627 -1.43744 -0.3030 2.0105 -0.1723 -0.132
C 2.17190 -0.07576 -0.02566 0.4751 0.9556 -0.5786 -0.257
C 0.74864 -0.59050 0.02321 -0.4283 -1.8534 0.1426 -0.242
C -0.35190 0.38279 -0.41056 1.4717 0.4285 -0.0070 -0.241
N -3.01141 -0.68262 0.62569 -0.1540 -0.1044 -1.0575 0.085
C -2.52700 -0.67651 -0.69733 -0.6207 -0.5351 -0.6426 -0.292
N -1.40792 -0.29650 -1.13095 0.2690 0.2883 0.0452 0.017
H 2.26574 1.21198 -1.76912 0.2113 -0.9578 -0.1268 0.079
H 3.76611 0.44606 -1.35552 -0.1760 -0.3975 -0.3118 0.070
H 2.46829 -0.51266 -2.21773 0.3995 0.1037 0.4862 0.060
H 3.02089 -0.71281 0.34382 -1.5201 0.2784 0.7571 0.118
H 2.05738 0.91182 0.50566 0.9799 -0.9046 -0.0957 0.098
H 0.53364 -0.97255 1.03094 0.0292 0.0574 -0.3357 0.092
H 0.55514 -1.43704 -0.65635 0.6751 -0.1810 0.2723 0.100
H 0.14131 0.97591 -1.18414 -0.2534 0.5027 0.1166 0.093
H -0.50835 1.03020 0.46151 -0.9447 0.0317 -0.3104 0.090
H -2.41942 -0.15662 1.24732 -0.0552 0.4665 0.2087 0.045
H -4.00003 -0.44615 0.72427 0.5236 -0.2067 -0.0250 0.096
H -3.13752 -1.15774 -1.52514 0.0965 0.4663 1.5317 0.131
H 0.64446 -0.65635 -2.83100 -0.5874 0.1956 0.0300 -0.013
H 0.03542 0.29173 -3.91427 -0.2008 -0.1222 0.3651 0.039
O 0.73039 -0.34488 -3.73459 0.3991 -0.1445 -0.6291 -0.064
H -1.50328 -2.42366 0.85211 -0.0469 0.1591 0.4362 -0.004
H -0.62251 -3.53383 0.42259 0.2732 0.1812 0.6168 0.056
O -0.73514 -2.92043 1.17343 -0.5149 -0.6487 -0.8603 -0.075
H 1.32259 3.26198 1.91430 0.5974 -0.2505 0.4872 0.058
H 1.37416 1.92876 2.87917 0.7499 0.5863 -0.1172 0.056
O 0.89108 2.48078 2.26343 -1.4260 -0.4316 -0.2962 -0.039
H -2.09435 0.97387 3.29671 0.0857 0.1199 0.1069 0.044
H -1.07804 1.82515 2.51079 0.1467 0.1920 0.0384 -0.008
O -2.02207 1.64931 2.61482 -0.1512 -0.2855 -0.0749 -0.060
```
Forces are in eV/Å.

Properties
* gap between HOMO and LUMO: 9.71 eV
* HOMO: -9.385 eV
* calculated total energy: -16678.6488 eV
* relative energy (zero: lowest compared OMol25 entry of this formula, charge and spin): 126.4 kJ/mol

***

# 3
A 4-piece molecular cluster, C5H20N2O4 overall. Source: the Open Molecules 2025 dataset; level of theory: ωB97M-V/def2-TZVPD.

The geometry in XYZ format:
```
31
Properties=species:S:1:pos:R:3:forces:R:3:lowdin_charge:R:1
C 0.30925 -0.86718 -1.47350 -0.6334 0.0336 -0.3114 -0.205
O -0.70868 -0.74461 -2.46535 0.5749 -0.0942 -0.2337 -0.073
C 0.18776 0.29213 -0.49351 0.1263 0.1047 0.1070 -0.396
C 1.07088 0.22718 0.74173 0.1241 0.0841 0.2209 -0.168
C 0.93971 -1.06035 1.55083 -0.0408 -0.1392 0.0295 -0.196
C -0.49263 -1.49056 1.89864 0.0305 -0.1118 0.0236 -0.284
N -1.35654 -0.47427 2.48126 -0.0249 0.0483 0.1765 0.008
N 0.37730 1.58494 -1.16655 -0.0592 0.1301 0.0045 0.047
H 0.22167 -1.82857 -0.95787 0.0907 -0.0026 0.0255 0.115
H 1.24163 -0.84889 -2.04327 0.1599 -0.0162 0.1607 0.115
H -1.55726 -0.58347 -2.02598 -0.0864 -0.0322 0.1524 0.035
H -0.84909 0.27087 -0.15426 0.3436 -0.1120 0.1020 0.082
H 2.12237 0.36981 0.48792 0.1636 -0.0823 -0.1745 0.097
H 0.85825 1.09581 1.37735 -0.2571 -0.0989 -0.0822 0.116
H 1.43607 -1.88293 1.02580 -0.0860 -0.0300 -0.0364 0.106
H 1.49747 -0.95625 2.48165 0.0789 0.1530 0.1019 0.107
H -0.43038 -2.32527 2.60455 0.0562 0.0093 -0.0572 0.104
H -0.99534 -1.89742 1.01776 -0.0418 0.1292 -0.0036 0.105
H -0.87329 0.11808 3.15011 -0.0962 -0.0980 -0.1834 0.071
H -1.81987 0.09371 1.78580 0.1126 0.0594 -0.0063 0.043
H 0.08372 1.51809 -2.13385 0.0435 -0.1267 -0.1606 0.097
H 1.34765 1.86462 -1.14964 0.1544 0.0549 -0.0550 0.092
H -1.03410 2.54819 -0.61689 0.3889 -0.0317 0.1506 0.002
H -1.81203 2.95629 0.66605 0.0129 0.0133 0.0163 0.051
O -1.93323 2.69827 -0.25118 -0.4737 0.0279 -0.0724 -0.075
H -2.53128 1.03303 -0.73458 -0.2836 0.1057 0.1231 0.018
H -3.70386 0.01961 -0.90277 0.1531 0.0573 -0.0247 0.074
O -2.74172 0.08739 -0.88072 -0.5983 -0.0071 0.0505 -0.065
H 3.01535 -0.24889 -1.24075 0.0049 -0.0513 -0.0429 -0.017
H 4.15609 -1.25757 -1.29811 0.0045 0.0575 -0.0125 0.044
O 3.97412 -0.31180 -1.28067 0.0579 -0.0340 0.0121 -0.050
```
Forces are in eV/Å.

Properties
* gap between HOMO and LUMO: 9.84 eV
* HOMO: -9.231 eV
* calculated total energy: -16679.9591 eV
* relative energy (zero: lowest compared OMol25 entry of this formula, charge and spin): 0.0 kJ/mol

***

# 4
A 5-piece molecular cluster, C5H21NO5S overall in a non-equilibrium geometry. Source: the Open Molecules 2025 dataset; level of theory: ωB97M-V/def2-TZVPD.

The geometry in XYZ format:
```
33
Properties=species:S:1:pos:R:3:forces:R:3:lowdin_charge:R:1
C 2.26004 -0.44181 0.86847 -0.8534 -2.0502 1.8501 -0.269
C 2.55038 -0.96044 -0.57733 -2.6738 -1.5114 -0.4490 -0.594
S 3.11867 0.27890 -1.75375 -0.0178 0.4507 -0.5143 0.687
C 1.22320 0.66967 0.99627 -1.4133 2.8295 -0.1317 -0.270
N -0.05834 0.23856 0.36924 1.6628 -0.3120 0.3298 -0.089
C -0.93736 -0.45582 1.32419 -0.1139 1.1359 -0.1579 -0.197
C -2.15842 -1.00922 0.55718 -1.4709 1.0741 0.8902 -0.251
O -2.48134 -0.10698 -0.44300 -0.4471 1.2334 -1.8951 -0.133
H 1.84648 -1.34068 1.49138 0.4813 1.1949 -1.3053 0.124
H 3.15784 -0.23764 1.46343 0.1784 0.3937 -0.6179 0.099
H 1.58280 -1.46186 -1.09534 1.9455 1.2953 1.5904 0.102
H 3.22265 -1.84740 -0.56411 0.0022 0.9835 0.0899 0.067
H 1.93934 0.66860 -2.34664 0.6127 -0.3984 0.6081 -0.144
H 1.58204 1.61784 0.47704 -0.2020 -1.3536 -0.0044 0.093
H 0.93287 1.22932 2.04216 1.2128 -2.1428 -1.5199 0.151
H -0.47980 0.98281 -0.19139 -0.2700 -0.5871 0.6888 0.071
H -0.45536 -1.26130 1.85343 0.7026 -0.2801 -0.1809 0.077
H -1.15904 0.30406 2.14901 -0.5692 -0.8870 -0.8187 0.123
H -2.17903 -2.06594 0.15263 0.5322 1.0559 0.9770 0.128
H -3.04377 -0.72861 1.17053 0.4682 -1.6732 0.5554 0.120
H -1.92617 -0.18889 -1.24681 -0.1918 -0.3761 0.2746 0.005
H -0.36324 -4.60378 0.94832 -0.2517 1.6754 0.8114 0.084
H -0.60476 -3.83712 2.25101 -0.3487 -0.5459 2.8011 -0.007
O -0.49471 -3.69636 1.35329 0.6518 -1.2317 -3.5846 -0.043
H -0.95699 2.81045 -1.24823 1.5819 2.0516 2.7565 -0.057
H -2.21573 2.03397 -1.60917 -2.1597 -0.8473 1.3052 0.010
O -1.41775 2.38350 -1.89850 0.5258 -0.9602 -4.2074 0.017
H -1.03642 0.45349 -3.08461 0.2283 -0.6798 0.6965 0.074
H -0.19736 -0.39742 -2.06839 0.1088 0.1971 0.0269 0.016
O -1.01290 -0.39434 -2.58467 0.1010 0.3548 -1.0587 -0.048
H -0.11165 2.98297 0.63045 0.5180 1.9024 -0.7470 0.058
H -0.26775 4.58399 0.52837 0.4510 -1.2212 -0.4669 0.079
O 0.14160 3.79748 0.08555 -0.9819 -0.7700 1.4080 -0.084
```
Forces are in eV/Å.

Properties
* gap between HOMO and LUMO: 9.24 eV
* HOMO: -8.797 eV
* calculated total energy: -28086.4446 eV
* relative energy (zero: lowest compared OMol25 entry of this formula, charge and spin): 180.4 kJ/mol